A cluster of 2 separate species, C9H15BNO in total, computed with ωB97M-V/def2-TZVPD.

The geometry in ORCA input format:
```
! RIJCOSX wB97M-V def2-TZVPD def2/J DEFGRID3
* xyz 1 1
B 1.776 -1.216 1.203
C -2.426 0.526 1.497
C -1.493 1.569 1.240
C -2.406 -0.509 0.658
C -0.472 1.377 0.401
C 3.696 -0.067 0.413
C 3.904 0.602 1.517
C -1.479 -0.693 -0.541
C -0.114 0.046 -0.260
C -2.039 -0.184 -1.916
N -0.988 -0.622 -2.871
O 0.866 -0.739 0.536
H 2.306 -2.073 1.681
H -3.063 0.698 2.254
H -1.776 2.649 1.596
H -3.257 -1.243 0.839
H 0.167 2.203 0.185
H 4.049 -1.017 0.114
H 3.104 0.405 -0.242
H 4.517 0.084 2.173
H -1.185 -1.668 -0.557
H 0.272 0.124 -1.215
H -2.205 0.882 -1.874
H -3.011 -0.644 -1.870
H -0.880 -1.637 -2.911
H 3.276 1.550 1.772
H -1.140 -0.401 -3.824
*
```

HOMO level   -12.3714 eV
ΔE to the lowest compared entry with this formula, charge and spin   381.7 kJ/mol
Gap between HOMO and LUMO   0.31780 Ha
E_tot   -13779.6602 eV

Atom charges from the Löwdin analysis, given in e for atoms 1 to 5:
1 B 0.076
2 C -0.082
3 C -0.068
4 C -0.017
5 C -0.027